{"formula": "C30H46BrN3P2Zn", "method": "ωB97M-V with the def2-TZVPD basis set", "elements": ["N", "C", "C", "C", "C", "C", "C", "Zn", "P", "C", "C", "C", "C", "C", "C", "C", "Br", "H", "H", "H", "H", "H", "H", "H", "H", "H", "H", "P", "C", "C", "H", "H", "H", "H", "H", "C", "C", "H", "H", "H", "H", "H", "C", "C", "H", "H", "H", "H", "H", "C", "C", "H", "H", "H", "H", "H", "C", "C", "H", "H", "H", "H", "H", "C", "C", "H", "H", "H", "H", "H", "N", "C", "C", "C", "N", "C", "C", "H", "H", "H", "H", "H", "H"], "positions_angstrom": [[3.4138, -2.9359, -8.5249], [4.2978, -2.2207, -7.8248], [4.0613, -1.8069, -6.4943], [2.8000, -2.0704, -5.8888], [1.8870, -2.8624, -6.6524], [2.2360, -3.2596, -7.9615], [2.3513, -1.5672, -4.5955], [-0.0185, 0.9035, 0.6844], [-1.0854, -1.4474, 4.7631], [1.0966, -1.8092, -4.0946], [0.7688, -1.5718, -2.7144], [-0.0655, -2.4599, -1.9892], [0.1609, -2.6486, -0.5990], [1.2938, -1.9927, -0.0223], [1.7230, -0.7444, -0.6364], [1.5007, -0.5743, -2.0153], [1.8586, -2.3348, 1.7114], [3.1075, -1.0285, -4.0194], [0.3588, -2.3445, -4.6884], [4.8318, -1.2495, -5.9486], [0.8872, -3.1554, -6.2804], [5.2705, -1.9749, -8.2908], [1.5561, -3.8759, -8.5776], [-0.7602, -3.1037, -2.5549], [2.0461, 0.1335, -2.6384], [-0.5612, -3.1443, 0.0670], [2.2650, 0.0740, -0.1472], [-2.0711, 1.3555, -0.0278], [0.5982, -2.1927, 4.9503], [0.6219, -3.4481, 5.8197], [1.1511, -1.3788, 5.4497], [1.0630, -2.3224, 3.9474], [1.6585, -3.8122, 5.8365], [0.2963, -3.1516, 6.8221], [-0.0563, -4.2225, 5.4362], [-1.8839, -2.3279, 3.3658], [-3.2088, -2.9148, 3.8891], [-1.1891, -3.1172, 3.0343], [-2.0436, -1.6411, 2.5170], [-3.6540, -3.5662, 3.1203], [-3.0071, -3.5015, 4.8004], [-3.9096, -2.1130, 4.1748], [-0.7526, 0.2638, 4.2391], [-1.0326, 1.1614, 5.4482], [-1.4269, 0.4624, 3.3873], [0.3005, 0.2704, 3.9164], [-1.4197, 2.1191, 5.0886], [-1.7813, 0.7336, 6.1369], [-0.1197, 1.3254, 6.0338], [-2.8540, 2.8258, 0.6778], [-3.8077, 3.5109, -0.3143], [-2.1099, 3.5524, 1.0568], [-3.4145, 2.4782, 1.5668], [-3.2484, 4.1200, -1.0425], [-4.4276, 2.7717, -0.8483], [-4.4765, 4.1910, 0.2386], [-3.0464, -0.0564, 0.5293], [-3.2818, -1.0646, -0.5856], [-3.9345, 0.3047, 1.0614], [-2.4197, -0.4933, 1.3138], [-3.5082, -0.5482, -1.5379], [-2.3711, -1.6816, -0.7084], [-4.1309, -1.7136, -0.3068], [-1.8797, 1.3710, -1.8703], [-1.1321, 2.5465, -2.5159], [-2.8630, 1.2182, -2.3450], [-1.3054, 0.4602, -2.1083], [-1.1421, 2.4017, -3.6119], [-1.6152, 3.5110, -2.2895], [-0.0676, 2.5943, -2.2201], [3.7368, 5.4491, 0.6987], [2.8873, 4.4351, 1.0239], [1.5145, 4.5805, 0.7278], [0.6786, 3.5060, 0.8915], [1.1470, 2.3129, 1.3549], [2.4235, 2.1964, 1.8181], [3.3254, 3.2405, 1.6446], [3.3707, 6.2743, 0.2397], [4.7337, 5.3854, 0.8658], [1.1119, 5.5037, 0.3170], [-0.3679, 3.5458, 0.5770], [2.6964, 1.2539, 2.3055], [4.3634, 3.1068, 1.9428]], "lumo_energy_ev": -6.7, "homo_ev": -12.267, "total_charge": 2, "multiplicity": 1}